(1)
The following is a quantum chemistry calculation of a molecular structure, BH28NO10 in a non-equilibrium geometry, from OMol25.

The geometry in ORCA input format:
```
! wB97M-V def2-TZVPD RIJCOSX def2/J DEFGRID3
* xyz 0 1
N 0.23407 0.05037 0.18812
H -0.17392 -0.17163 -0.74788
H -0.40892 -0.09363 0.82212
H 0.46207 0.84137 0.17212
H 0.90807 -0.53463 0.45512
B -1.52992 -1.28363 2.86212
H -1.44092 -2.16963 1.98512
H -0.44693 -0.89463 3.18612
H -2.22693 -0.33763 2.31712
H -1.91593 -1.76463 3.84412
O 3.26508 -0.07963 -0.86188
H 3.41508 -0.11163 -1.86788
H 3.64807 -0.95563 -0.46788
O -1.40693 2.30837 -1.79388
H -1.73492 2.14037 -2.67688
H -1.66792 2.07537 -0.88488
O 0.93207 3.06337 0.13512
H 1.17607 2.90337 1.04212
H 0.32908 3.76637 0.20212
O -2.11292 -0.82863 -1.98188
H -1.89993 -1.65163 -2.60988
H -2.38893 -1.28863 -1.12688
O -2.40792 0.96337 0.49712
H -3.16092 0.96737 -0.22688
H -2.94392 1.41837 1.32012
O -0.83492 -0.05363 -4.34988
H -1.00192 -0.48663 -3.58688
H -0.20793 0.51237 -3.91688
O 3.49307 2.04337 -0.66488
H 2.63208 2.44537 -0.38988
H 3.35007 1.16637 -0.50688
O 0.94908 1.63337 2.23412
H 1.74907 1.05437 2.56912
H 0.80808 2.18237 3.01812
O 1.23107 -2.86463 1.36312
H 1.16107 -3.02463 2.31012
H 0.31907 -2.99463 1.07312
O -0.29093 -3.00063 -0.87288
H -0.35092 -3.89163 -0.50588
H 0.49207 -3.05363 -1.55588
*
```

Output
**E_HOMO**: -8.238 eV
**Relative energy (zero: lowest compared OMol25 entry of this formula, charge and spin)**: 71.1 kcal per mole
**LUMO energy**: -0.501 eV
**Strongest force on any atom**: 16.3 eV/A
**Gap between HOMO and LUMO**: 0.2843 Eh
**E**: -23089.07273 eV

Löwdin population analysis, charges in e, atoms 1 to 8:
1. N 0.43
2. H 0.16
3. H 0.01
4. H -0.06
5. H 0.07
6. B -0.43
7. H -0.06
8. H -0.09

=====

(2)
The following is a quantum chemistry calculation of 2 unconnected molecules or ions with the total composition BH3O in a non-equilibrium geometry, from OMol25.

The geometry in ORCA input format:
```
! wB97M-V def2-TZVPD RIJCOSX def2/J DEFGRID3
* xyz 0 1
B -0.36975 -0.68935 -0.02206
O -1.00431 0.41825 -0.07838
H -0.26181 -1.76590 0.39808
H 2.34323 0.79795 0.19295
H -0.70737 1.23904 -0.49059
*
```

Output
**E_HOMO (alpha / beta)**: -9.650 / -6.482 eV
**Relative energy (zero: lowest compared OMol25 entry of this formula, charge and spin)**: 109.6 kcal per mole
**LUMO energy (alpha / beta)**: 0.391 / -0.519 eV
**Strongest force on any atom**: 3.1 eV/A
**Gap between HOMO and LUMO (alpha / beta)**: 0.3690 / 0.2191 Eh
**E**: -2767.92272 eV

Partial atomic charges computed with the Löwdin method, in multiples of e:
1. B -0.16
2. O 0.09
3. H 0.00
4. H -0.04
5. H 0.11

=====

(3)
The following is a quantum chemistry calculation of a molecular structure, BaCl3O12 in a non-equilibrium geometry, from OMol25.

The geometry in ORCA input format:
```
! wB97M-V def2-TZVPD RIJCOSX def2/J DEFGRID3
* xyz -1 1
Ba -0.20118 0.72236 -1.01257
Cl 1.46460 2.39305 1.23009
O 1.12870 3.82622 1.18244
O 1.15533 1.61824 2.49024
O 0.79229 1.87604 0.14034
O 2.98202 2.30165 1.11251
Cl 0.95280 -1.67381 0.33182
O 1.87309 -2.85675 0.37184
O 0.39665 -1.22374 -0.94389
O 0.05140 -1.55279 1.44427
O 1.71086 -0.54052 0.43654
Cl -2.47673 -0.98513 -1.39671
O -1.28325 -1.26861 -2.23130
O -2.56229 -1.57003 -0.07391
O -2.31271 0.37392 -1.01561
O -3.67152 -1.44015 -2.06610
*
```

Output
**E_HOMO**: -7.024 eV
**Relative energy (zero: lowest compared OMol25 entry of this formula, charge and spin)**: 202.6 kcal per mole
**LUMO energy**: 2.009 eV
**Strongest force on any atom**: 12.7 eV/A
**Gap between HOMO and LUMO**: 0.3320 Eh
**E**: -62804.69726 eV

Löwdin population analysis, charges in e, atoms 1 to 8:
1. Ba 2.43
2. Cl 0.76
3. O -0.35
4. O -0.32
5. O -0.94
6. O -0.35
7. Cl 0.70
8. O -0.30

=====

(4)
The following is a quantum chemistry calculation of a molecular structure, BaH16O8 in a non-equilibrium geometry, from OMol25.

The geometry in ORCA input format:
```
! wB97M-V def2-TZVPD RIJCOSX def2/J DEFGRID3
* xyz 2 1
Ba -0.05004 0.21593 -0.00889
O -0.34810 1.48318 2.45805
H 0.25163 1.97290 3.02083
H -0.91991 1.01514 3.06650
O 2.73937 0.77968 0.50585
H 3.24488 0.00124 0.27190
H 3.39780 1.42500 0.76324
O -2.10593 0.01614 -1.62963
H -2.79205 0.55416 -2.02461
H -2.44327 -0.87821 -1.68029
O 0.02044 -2.34529 -1.16578
H -0.09349 -3.18719 -0.72482
H -0.74446 -2.26758 -1.73598
O 1.36824 -1.82149 1.48198
H 1.86571 -2.52117 1.05864
H 1.11942 -2.18441 2.33203
O 1.46886 0.21820 -2.32889
H 2.40630 0.29876 -2.15298
H 1.30065 0.85025 -3.02780
O -1.94120 -0.61802 1.58278
H -1.97731 -0.25775 2.46885
H -2.85751 -0.75263 1.34092
O -0.70532 2.55221 -1.02766
H -0.60587 2.59607 -1.97867
H -1.59882 2.85490 -0.86558
*
```

Output
**E_HOMO**: -18.601 eV
**Relative energy (zero: lowest compared OMol25 entry of this formula, charge and spin)**: 21.7 kcal per mole
**LUMO energy**: -6.367 eV
**Strongest force on any atom**: 1.7 eV/A
**Gap between HOMO and LUMO**: 0.4496 Eh
**E**: -17322.92995 eV

Löwdin population analysis, charges in e, atoms 1 to 8:
1. Ba 2.21
2. O -0.13
3. H 0.08
4. H 0.04
5. O -0.13
6. H 0.05
7. H 0.07
8. O -0.18

=====

(5)
The following is a quantum chemistry calculation of a molecular structure, BaH16O8 in a non-equilibrium geometry, from OMol25.

The geometry in ORCA input format:
```
! wB97M-V def2-TZVPD RIJCOSX def2/J DEFGRID3
* xyz 2 1
Ba 0.07583 0.15075 0.36756
O 2.67540 0.58884 -0.72187
H 2.65867 1.32534 -1.33597
H 3.60327 0.24161 -0.62321
O 0.16869 1.06634 3.06795
H 0.85699 1.26957 3.67498
H -0.70080 0.95324 3.44421
O -0.12411 2.11536 -1.66312
H 0.69906 2.04777 -2.20646
H -0.03177 3.00250 -1.40154
O -2.02963 -1.31501 -0.93101
H -2.88486 -0.91268 -0.64118
H -2.05718 -2.25610 -0.83856
O -0.96511 -1.75313 2.17322
H -0.63707 -2.65910 2.17833
H -1.90771 -1.79675 2.48725
O 0.49308 -0.74465 -2.33393
H 1.43071 -0.79764 -2.53335
H 0.10850 -1.40204 -2.93132
O -1.42157 2.58483 0.80368
H -1.28403 3.50835 0.59169
H -2.16454 2.31984 0.24739
O 1.21267 -2.24337 -0.04838
H 1.69515 -2.40352 -0.83298
H 0.53035 -2.89033 0.00662
*
```

Output
**E_HOMO**: -18.606 eV
**Relative energy (zero: lowest compared OMol25 entry of this formula, charge and spin)**: 29.9 kcal per mole
**LUMO energy**: -6.467 eV
**Strongest force on any atom**: 2.6 eV/A
**Gap between HOMO and LUMO**: 0.4461 Eh
**E**: -17322.57384 eV

Löwdin population analysis, charges in e, atoms 1 to 8:
1. Ba 2.15
2. O -0.15
3. H 0.05
4. H 0.12
5. O -0.13
6. H 0.05
7. H 0.05
8. O -0.14

=====

(6)
The following is a quantum chemistry calculation of a molecular structure, BeCl in a non-equilibrium geometry, from OMol25.

The geometry in ORCA input format:
```
! wB97M-V def2-TZVPD RIJCOSX def2/J DEFGRID3
* xyz 1 1
Be -0.94936 0.74859 -0.85231
Cl 0.94936 -0.74859 0.85231
*
```

Output
**E_HOMO**: -16.401 eV
**Relative energy (zero: lowest compared OMol25 entry of this formula, charge and spin)**: 79.7 kcal per mole
**LUMO energy**: -10.537 eV
**Strongest force on any atom**: 2.8 eV/A
**Gap between HOMO and LUMO**: 0.2155 Eh
**E**: -12910.62462 eV

Partial atomic charges computed with the Löwdin method, in multiples of e:
1. Be 1.06
2. Cl -0.06

=====

(7)
The following is a quantum chemistry calculation of a molecular structure, BeFH8O4 in a non-equilibrium geometry, from OMol25.

The geometry in ORCA input format:
```
! wB97M-V def2-TZVPD RIJCOSX def2/J DEFGRID3
* xyz 1 1
Be -0.37421 -0.40121 -0.03664
F 0.37579 0.01679 1.28036
O 1.90179 2.00579 1.46436
H 2.21779 2.29679 2.28736
H 1.32279 1.25379 1.68736
O 0.81679 -0.66721 -1.22764
H 0.70179 -0.80421 -2.15564
H 1.76979 -0.43721 -1.21564
O -1.43421 0.79479 -0.74564
H -1.83621 0.73679 -1.58664
H -1.38921 1.71579 -0.51764
O -1.31921 -1.80321 0.26936
H -1.64721 -2.28121 -0.51364
H -1.10621 -2.42621 1.01036
*
```

Output
**E_HOMO**: -13.412 eV
**Relative energy (zero: lowest compared OMol25 entry of this formula, charge and spin)**: 9.4 kcal per mole
**LUMO energy**: -4.390 eV
**Strongest force on any atom**: 3.1 eV/A
**Gap between HOMO and LUMO**: 0.3315 Eh
**E**: -11436.52418 eV

Löwdin population analysis, charges in e, atoms 1 to 8:
1. Be 0.19
2. F -0.25
3. O -0.07
4. H 0.00
5. H -0.02
6. O 0.11
7. H 0.11
8. H 0.16

=====

(8)
The following is a quantum chemistry calculation of a molecular structure, BeH23O12 in a non-equilibrium geometry, from OMol25.

The geometry in ORCA input format:
```
! wB97M-V def2-TZVPD RIJCOSX def2/J DEFGRID3
* xyz 1 1
Be 14.57700 10.07500 0.29300
O 14.23200 11.56300 0.49400
H 13.63000 12.29600 0.22100
O 14.76900 14.14500 -1.51500
H 14.32100 13.46300 -1.04100
H 14.79900 13.77900 -2.39700
O 14.55800 9.71700 -1.36500
H 14.18500 10.46800 -1.86600
H 15.35000 9.42000 -1.88300
O 13.53000 9.03200 1.06600
H 12.94000 8.61600 0.44700
H 13.62400 8.49700 1.87900
O 12.91200 14.40900 2.42400
H 13.80000 14.18600 2.07600
H 12.86200 15.30100 2.66600
O 12.10200 13.45300 -0.68300
H 12.16000 14.18600 -1.28500
H 11.86700 13.89700 0.12000
O 12.07800 11.84700 2.07700
H 12.14000 12.82000 2.23700
H 12.82000 11.60000 1.46600
O 15.29600 13.23500 2.13900
H 14.92500 12.68100 1.39700
H 16.22200 13.10800 2.05100
O 16.11400 9.51500 0.93600
H 16.54400 9.03000 1.61800
H 16.79400 9.79800 0.31600
O 11.38200 10.71100 -0.88100
H 11.37000 11.65100 -0.98800
H 11.63900 10.41300 -1.75600
O 13.48300 11.77400 -2.62400
H 13.86900 12.49300 -3.16200
H 12.57500 11.81800 -2.88200
O 14.48500 10.68500 3.28400
H 14.79900 11.54700 2.92100
H 14.03500 10.86900 4.11800
*
```

Output
**E_HOMO**: -12.316 eV
**Relative energy (zero: lowest compared OMol25 entry of this formula, charge and spin)**: 5.9 kcal per mole
**LUMO energy**: -3.674 eV
**Strongest force on any atom**: 2.3 eV/A
**Gap between HOMO and LUMO**: 0.3176 Eh
**E**: -25342.60308 eV

Löwdin population analysis, charges in e, atoms 1 to 8:
1. Be 0.09
2. O -0.21
3. H 0.03
4. O -0.01
5. H -0.03
6. H 0.02
7. O 0.06
8. H 0.04

=====

Question: Which value of strongest force on any atom does entry 4 give?
Answer: 1.7 eV/A

=====

Question: Which of these has the lowest relative energy (zero: lowest compared OMol25 entry of this formula, charge and spin)?
Answer: BeH23O12

=====

Question: Which value of strongest force on any atom does entry 8 give?
Answer: 2.3 eV/A

=====

Question: Number 6 is which compound?
Answer: BeCl